# 1
Below is a molecular structure, C3H10OSb in a non-equilibrium geometry, with properties calculated with ωB97M-V/def2-TZVPD.

CARTESIAN COORDINATES (ANGSTROEM)
Sb -1.703301 0.085407 0.420780
C 0.442716 0.762706 0.540287
C 1.128490 0.260506 -0.681436
C 1.969512 -0.975207 -0.606829
O 2.557383 0.308286 -0.746052
H -2.264278 1.675406 1.011653
H -1.635207 -0.555087 2.084071
H -1.106248 -1.496046 -0.176835
H -1.728381 0.744219 -1.248202
H -3.381462 -0.459010 0.230964
H 0.486683 1.855182 0.519842
H 0.968972 0.337299 1.398696
H 0.589912 0.408908 -1.620007
H 1.816089 -1.552758 -1.511530
H 1.859119 -1.399811 0.384597

Atomic forces in eV per Å
Sb -0.0840 0.0646 0.0714
C 0.2850 -0.0442 -0.6252
C -0.1256 -0.7478 0.3095
C -2.2688 1.0959 -0.2478
O 0.5593 -0.0063 -0.2158
H 0.0220 -0.0364 0.0710
H -0.0187 0.0438 0.0265
H -0.0002 0.0273 -0.0611
H 0.0374 -0.0449 -0.0259
H 0.0232 -0.0047 0.0433
H -0.1778 0.0413 0.3494
H -0.2135 0.2635 0.2576
H 0.3781 0.2257 -0.0195
H 0.7983 -0.4780 0.1764
H 0.7853 -0.3999 -0.1101

## Properties
**Net charge**: -1
**E_tot**: -435.57440 Ha
**ΔE to the lowest compared entry with this formula, charge and spin**: 0.000 eV
**Spin multiplicity**: 1
**LUMO**: 4.04 eV
**HOMO-LUMO gap**: 7.58 eV

Here are the Mulliken charges for atoms 1 to 2, given in e:
1. Sb -0.086
2. C -1.233



# 2
Below is C3H10OSi in the gas phase in a non-equilibrium geometry, with properties calculated with ωB97M-V/def2-TZVPD.

CARTESIAN COORDINATES (ANGSTROEM)
C 1.087705 -0.800619 0.426786
C 0.485994 1.297169 -0.751784
C -0.029410 -0.231682 -0.459187
O 1.839595 1.406144 -1.302991
Si -1.848538 -0.377479 0.197800
H 2.095281 -0.337831 0.261734
H 0.978731 -0.561999 1.540989
H 1.364030 -1.798872 0.309542
H 0.260518 1.974468 0.129019
H -0.246739 1.814181 -1.448686
H -0.114665 -0.700445 -1.392990
H 2.329515 1.657073 -0.517281
H -2.215440 0.501048 1.360288
H -2.390445 -1.766154 0.436255
H -2.497655 0.372391 -0.972951

Atomic forces in eV per Å
C 1.0633 1.9571 1.8075
C -2.6072 0.4578 -0.6596
C 1.3503 2.3391 2.0889
O -2.0193 -0.0813 1.2625
Si 0.1581 1.3639 -0.9658
H -0.9062 0.0291 -0.4474
H -0.4152 -0.5652 -1.3492
H -0.3192 -2.0168 -0.0881
H 1.1364 -1.0082 -0.3154
H 1.0389 -0.9788 0.0523
H 0.2922 -0.8694 -1.4723
H 0.5949 0.0150 -0.1909
H 0.3703 -0.4026 -0.0727
H 0.3903 0.5046 -0.2294
H -0.1275 -0.7443 0.5794

## Properties
**E_tot**: -484.95975 Ha
**ΔE to the lowest compared entry with this formula, charge and spin**: 2.247 eV
**Spin multiplicity**: 1
**SMILES string**: C[C@@H]([SiH3])CO
**LUMO**: 0.87 eV
**HOMO-LUMO gap**: 11.25 eV

Here are the Mulliken charges for atoms 1 to 2, given in e:
1. C -1.203
2. C -0.731



# 3
Below is 2 unconnected molecules or ions with the total composition C3H10P2 in a non-equilibrium geometry, with properties calculated with ωB97M-V/def2-TZVPD.

CARTESIAN COORDINATES (ANGSTROEM)
C 2.546976 -0.948306 -0.140237
C -2.521909 2.025170 0.974041
C 1.245030 -0.317039 0.560109
P -1.398806 -0.993603 -0.951947
P 0.116813 0.432193 -0.715579
H 2.337540 -1.954617 -0.664918
H 2.816951 -0.328337 -0.999977
H 3.500161 -1.007705 0.438535
H -2.729995 1.608978 -0.041309
H -2.597462 3.082014 1.180360
H -2.534207 1.236601 1.717988
H 1.297650 0.516732 1.262268
H 0.871570 -1.148875 1.092642
H -1.972878 -0.165249 -1.911514
H -0.977433 -2.037956 -1.800463

Atomic forces in eV per Å
C -0.0480 0.2571 -0.8815
C -0.3648 -1.3061 -1.3368
C 1.1341 -0.5584 -1.2792
P -1.0135 -0.5686 0.5910
P 1.0346 0.4020 0.2183
H 0.0168 1.3658 1.3317
H 0.0426 0.2084 0.0480
H -1.0697 -0.1366 0.0546
H 0.1894 0.8849 0.9083
H 0.1048 -0.1488 0.0667
H 0.1290 0.4859 0.2919
H 1.0941 -0.1486 0.0547
H -1.1314 -0.7032 0.6994
H -0.4498 -0.1206 -0.5271
H 0.3318 0.0869 -0.2400

## Properties
**E_tot**: -802.83970 Ha
**ΔE to the lowest compared entry with this formula, charge and spin**: 2.861 eV
**Spin multiplicity**: 1
**LUMO (alpha / beta)**: -0.89 / 0.21 eV
**HOMO-LUMO gap (alpha / beta)**: 7.67 / 7.97 eV

Here are the Mulliken charges for atoms 1 to 2, given in e:
1. C -0.979
2. C -0.843



# 4
Below is 2 unconnected molecules or ions with the total composition C3H10S2 in a non-equilibrium geometry, with properties calculated with ωB97M-V/def2-TZVPD.

CARTESIAN COORDINATES (ANGSTROEM)
C -0.923739 1.258543 1.863765
C -0.187941 2.238012 0.954249
H -0.257220 0.637222 2.462690
H -1.510744 0.534002 1.290586
H -1.594031 1.716049 2.598794
H -0.282891 3.278719 1.202491
H 0.861010 2.003579 0.947485
H -0.491373 2.047532 -0.083636
C -0.372862 -2.371427 -2.053510
S 1.436865 -2.085515 -2.417828
S 2.515175 -1.644528 -0.642136
H -0.593231 -3.405166 -2.322489
H -0.967769 -1.639700 -2.593213
H -0.471960 -2.224116 -0.990406
H 2.840716 -0.343206 -0.216846

Atomic forces in eV per Å
C -0.3703 -0.4626 0.5455
C -0.0292 -0.9702 -0.6637
H 0.2630 0.1212 -0.0860
H -0.0121 0.2214 0.0095
H -0.0400 0.1878 -0.2642
H -0.2996 0.4479 0.1409
H 0.5876 -0.0338 0.0925
H -0.0776 0.4544 0.2024
C 1.2032 0.0493 -0.3382
S -1.7976 -0.6403 -2.5317
S 1.4178 0.6460 2.4897
H -0.3212 0.1650 0.0088
H -0.2222 -0.1438 -0.0653
H -0.2080 0.0178 0.4765
H -0.0938 -0.0600 -0.0168

## Properties
**Net charge**: -1
**E_tot**: -916.62847 Ha
**ΔE to the lowest compared entry with this formula, charge and spin**: 1.020 eV
**Spin multiplicity**: 2
**LUMO (alpha / beta)**: 3.68 / 3.65 eV
**HOMO-LUMO gap (alpha / beta)**: 3.84 / 7.26 eV

Here are the Mulliken charges for atoms 1 to 2, given in e:
1. C -0.801
2. C -0.774



# 5
Below is 2 unconnected molecules or ions with the total composition C3H10S2 in a non-equilibrium geometry, with properties calculated with ωB97M-V/def2-TZVPD.

CARTESIAN COORDINATES (ANGSTROEM)
C -1.922397 -1.508408 0.092301
S -2.561322 0.276039 0.368296
H -1.925709 -2.189708 0.954834
H -0.988720 -1.586071 -0.465159
H -2.508663 -1.929510 -0.702400
H -1.674533 0.295103 1.496739
C 1.552838 1.743751 -0.577966
S 1.767364 -0.035287 -0.820553
C 1.924756 -0.600225 1.017710
H 1.894044 2.346590 -1.463832
H 0.470529 1.969984 -0.251452
H 2.169113 1.862632 0.338475
H 1.068935 -0.371340 1.788983
H 2.999622 -0.358395 1.292265
H 1.867533 -1.702020 1.055400

Atomic forces in eV per Å
C -0.2760 0.3750 -0.9991
S 2.4489 -2.1551 1.8093
H -0.1838 0.6834 -0.1438
H 0.6447 0.8011 0.7767
H -1.2043 -0.2689 0.0196
H -1.3811 0.5968 -1.4529
C -0.9493 0.1984 1.3459
S -0.4112 -0.9415 1.3716
C -0.1079 -0.2394 -0.0105
H -0.3388 -0.7108 1.0608
H 1.6060 -0.1776 -0.8756
H -0.1544 0.8606 -0.8039
H 1.7614 0.5572 -1.6766
H -1.6517 0.1125 0.2434
H 0.1974 0.3083 -0.6650

## Properties
**E_tot**: -916.60520 Ha
**ΔE to the lowest compared entry with this formula, charge and spin**: 1.599 eV
**Spin multiplicity**: 1
**SMILES string**: CSC.CS
**LUMO**: 0.72 eV
**HOMO-LUMO gap**: 9.28 eV

Here are the Mulliken charges for atoms 1 to 2, given in e:
1. C -0.802
2. S -0.197



# 6
Below is 2 unconnected molecules or ions with the total composition C3H10S2 in a non-equilibrium geometry, with properties calculated with ωB97M-V/def2-TZVPD.

CARTESIAN COORDINATES (ANGSTROEM)
S -2.021378 -0.828265 -2.712654
S -3.431416 0.613630 -2.949084
H -1.166168 0.176282 -2.450052
H -4.383583 -0.349391 -3.416472
C 2.228471 -0.252662 0.684584
C 0.718639 0.124960 0.501456
C -0.017173 0.347804 1.797095
H 2.809675 0.326123 1.522715
H 2.770471 -0.334998 -0.239484
H 2.173655 -1.206969 1.113751
H 0.406748 -0.719224 0.010588
H 0.667881 1.001552 -0.217249
H -1.118516 0.488013 1.614980
H 0.083269 -0.597050 2.423833
H 0.279430 1.210188 2.315997

Atomic forces in eV per Å
S 1.1380 -0.2258 0.3144
S -2.6020 -0.8207 -0.8978
H 0.3675 -0.4794 0.0327
H 1.1113 1.5272 0.5755
C -0.1494 1.9005 2.2074
C 2.6247 2.8138 -0.1691
C -1.7736 -2.1863 -0.3867
H -1.0204 -0.4703 -1.9048
H 0.2958 0.2910 -0.3354
H 0.2395 -1.7500 0.5290
H -1.5990 -1.8494 -1.3573
H -0.2575 -0.8307 0.8906
H 0.9108 -0.2586 0.0782
H -0.0685 1.3199 -0.4365
H 0.7828 1.0188 0.8597

## Properties
**E_tot**: -916.62163 Ha
**ΔE to the lowest compared entry with this formula, charge and spin**: 1.151 eV
**Spin multiplicity**: 1
**SMILES string**: CCC.SS
**LUMO**: 0.43 eV
**HOMO-LUMO gap**: 8.82 eV

Here are the Mulliken charges for atoms 1 to 2, given in e:
1. S -0.134
2. S -0.179



# 7
Below is 2 unconnected molecules or ions with the total composition C3H10S2 in a non-equilibrium geometry, with properties calculated with ωB97M-V/def2-TZVPD.

CARTESIAN COORDINATES (ANGSTROEM)
C 1.505074 -4.323979 -1.309173
S 0.647784 -2.706816 -1.529896
H 0.888681 -5.012012 -0.661335
H 1.841244 -4.959549 -2.228458
H 2.293176 -3.992213 -0.618612
H 0.166814 -3.005185 -2.681860
C -2.362354 1.934186 0.927396
C -1.060009 2.458506 0.395370
S 0.324867 2.848528 1.682153
H -2.601098 2.279372 1.918844
H -2.396274 0.757951 1.055032
H -3.258200 2.266909 0.226879
H -0.431113 1.858497 -0.271241
H -1.404871 3.301821 -0.163374
H 0.842957 3.824750 0.906449

Atomic forces in eV per Å
C -0.2438 -1.1802 0.7156
S 0.7710 -0.5158 0.7663
H 0.3294 0.7019 -0.8783
H -0.4091 1.8058 1.5740
H 0.4088 -0.6617 -0.6787
H -0.8607 -0.1419 -1.4974
C -1.8652 -2.8944 -0.6889
C 1.4592 0.0278 0.3070
S -1.3173 0.3738 -0.8924
H 0.0326 0.5248 0.3275
H 0.0595 2.2688 -0.5157
H 1.8667 -0.8793 1.3803
H -1.0487 -0.3888 -0.0693
H 0.8099 1.1713 -0.1285
H 0.0079 -0.2120 0.2786

## Properties
**E_tot**: -916.60856 Ha
**ΔE to the lowest compared entry with this formula, charge and spin**: 1.507 eV
**Spin multiplicity**: 1
**SMILES string**: CCS.CS
**LUMO**: 0.82 eV
**HOMO-LUMO gap**: 9.78 eV

Here are the Mulliken charges for atoms 1 to 2, given in e:
1. C -0.680
2. S -0.173



# 8
Below is 2 unconnected molecules or ions with the total composition C3H10S3 in a non-equilibrium geometry, with properties calculated with ωB97M-V/def2-TZVPD.

CARTESIAN COORDINATES (ANGSTROEM)
C 1.805303 -2.638928 3.517667
S 1.617123 -2.716551 1.718969
S 0.828704 -0.807674 1.273219
H 0.833451 -2.348175 3.970975
H 2.105586 -3.656331 3.827131
H 2.476145 -1.813142 3.695661
H 2.052547 -0.282214 1.052239
C -1.984497 0.823794 -2.569268
C -0.870508 1.822139 -2.230910
S -1.437893 3.289247 -1.267152
H -2.537382 0.689105 -1.613793
H -2.612218 1.059729 -3.442844
H -1.333312 -0.141061 -2.797321
H -0.401449 2.240342 -3.201977
H 0.005856 1.490760 -1.599397
H -0.547457 2.988961 -0.333200

Atomic forces in eV per Å
C -1.2164 0.3133 -0.2261
S -0.6325 0.4159 -0.4217
S 0.8300 -0.8704 0.2039
H 0.5589 -0.5007 -0.2078
H 0.1415 0.7500 0.0859
H 0.6304 -0.2802 0.5436
H -0.3185 0.1903 0.0069
C 2.3902 -1.9278 0.8816
C 1.2412 1.6090 -1.5950
S 0.0004 -0.2473 -0.2238
H -0.0692 -0.3013 -0.9780
H 0.2970 0.1317 0.5860
H -1.8761 1.4975 0.2944
H -0.6676 -0.7462 1.4713
H -1.2790 -0.4540 -0.9756
H -0.0302 0.4202 0.5542

## Properties
**E_tot**: -1314.81949 Ha
**ΔE to the lowest compared entry with this formula, charge and spin**: 0.779 eV
**Spin multiplicity**: 1
**SMILES string**: CCS.CSS
**LUMO**: 0.29 eV
**HOMO-LUMO gap**: 9.24 eV

Here are the Mulliken charges for atoms 1 to 2, given in e:
1. C -0.706
2. S -0.074



Repeat the fifth record exactly.
Below is 2 unconnected molecules or ions with the total composition C3H10S2 in a non-equilibrium geometry, with properties calculated with ωB97M-V/def2-TZVPD.

CARTESIAN COORDINATES (ANGSTROEM)
C -1.922397 -1.508408 0.092301
S -2.561322 0.276039 0.368296
H -1.925709 -2.189708 0.954834
H -0.988720 -1.586071 -0.465159
H -2.508663 -1.929510 -0.702400
H -1.674533 0.295103 1.496739
C 1.552838 1.743751 -0.577966
S 1.767364 -0.035287 -0.820553
C 1.924756 -0.600225 1.017710
H 1.894044 2.346590 -1.463832
H 0.470529 1.969984 -0.251452
H 2.169113 1.862632 0.338475
H 1.068935 -0.371340 1.788983
H 2.999622 -0.358395 1.292265
H 1.867533 -1.702020 1.055400

Atomic forces in eV per Å
C -0.2760 0.3750 -0.9991
S 2.4489 -2.1551 1.8093
H -0.1838 0.6834 -0.1438
H 0.6447 0.8011 0.7767
H -1.2043 -0.2689 0.0196
H -1.3811 0.5968 -1.4529
C -0.9493 0.1984 1.3459
S -0.4112 -0.9415 1.3716
C -0.1079 -0.2394 -0.0105
H -0.3388 -0.7108 1.0608
H 1.6060 -0.1776 -0.8756
H -0.1544 0.8606 -0.8039
H 1.7614 0.5572 -1.6766
H -1.6517 0.1125 0.2434
H 0.1974 0.3083 -0.6650

## Properties
**E_tot**: -916.60520 Ha
**ΔE to the lowest compared entry with this formula, charge and spin**: 1.599 eV
**Spin multiplicity**: 1
**SMILES string**: CSC.CS
**LUMO**: 0.72 eV
**HOMO-LUMO gap**: 9.28 eV

Here are the Mulliken charges for atoms 1 to 2, given in e:
1. C -0.802
2. S -0.197